ORCA calculation (ωB97M-V/def2-TZVPD) on one molecule with the formula C5H8N2.

Computed properties:
- SMILES = Cc1c[nH]c(N)c1
- orbital gap (Eh) = 0.3312

```
! RIJCOSX wB97M-V def2-TZVPD def2/J DEFGRID3
* xyz 0 1
N -0.54 -0.30 -1.41
N -0.73 2.04 -1.69
C 0.14 0.78 0.40
C 0.28 -0.62 0.63
C 0.82 -1.28 1.87
C -0.36 0.95 -0.87
C -0.17 -1.26 -0.50
H 0.08 2.60 -1.95
H 0.16 -1.12 2.73
H 0.39 1.57 1.11
H -1.16 -0.44 -2.19
H 1.81 -0.88 2.14
H 0.93 -2.36 1.74
H -0.20 -2.31 -0.74
H -1.44 2.63 -1.28
*
```

Results of the Löwdin charge analysis, in e, for atoms 1 through 4: 0.054 0.073 -0.010 -0.302

***

ORCA calculation (ωB97M-V/def2-TZVPD) on one molecule with the formula C5H8N2.

Computed properties:
- orbital gap (Eh) = 0.3134

```
! RIJCOSX wB97M-V def2-TZVPD def2/J DEFGRID3
* xyz 0 1
N -1.45 -2.06 -1.02
N -1.12 0.83 0.88
C 1.03 -0.15 0.73
C 1.73 -0.80 -0.39
C -0.62 1.66 -0.21
C -1.03 -1.37 -0.19
C -0.45 -0.46 0.84
H -1.00 2.68 -0.14
H 0.47 1.72 -0.06
H 2.56 -0.19 -0.76
H -0.56 -0.96 1.82
H -0.81 1.26 -1.22
H -2.13 0.70 0.80
H 2.22 -1.63 0.15
H 1.15 -1.23 -1.21
*
```

Results of the Löwdin charge analysis, in e, for atoms 1 through 4: 0.152 -0.085 0.049 -0.148

***

ORCA calculation (ωB97M-V/def2-TZVPD) on C5H8N2 as an isolated structure.

Computed properties:
- orbital gap (Eh) = 0.2951

```
! RIJCOSX wB97M-V def2-TZVPD def2/J DEFGRID3
* xyz 0 1
N 0.81 1.67 -0.71
N 2.62 -0.91 0.61
C -0.85 0.16 -0.10
C -2.22 -0.19 0.17
C 0.18 -0.68 0.11
C -0.39 1.48 -0.57
C 1.52 -0.78 -0.08
H -2.74 -0.49 -0.73
H 0.83 -2.01 -0.33
H -2.32 -1.00 0.87
H -1.21 2.23 -0.73
H 3.03 -1.78 0.31
H -2.72 0.67 0.56
H 1.04 2.61 -0.99
H 2.44 -0.98 1.59
*
```

Results of the Löwdin charge analysis, in e, for atoms 1 through 4: 0.086 0.054 -0.333 -0.098

***

ORCA calculation (ωB97M-V/def2-TZVPD) on one molecule with the formula C5H8N2.

Computed properties:
- SMILES = C[C@@]1(CC#N)CN1
- orbital gap (Eh) = 0.3991

```
! RIJCOSX wB97M-V def2-TZVPD def2/J DEFGRID3
* xyz 0 1
N -2.91 1.48 -0.27
N 1.49 -0.60 -0.65
C -0.64 -1.05 0.74
C -0.45 0.89 -0.98
C 0.25 -0.11 -0.05
C 1.57 0.26 0.53
C -1.82 1.24 -0.57
H 1.65 -1.57 -0.41
H 0.13 1.81 -1.06
H 1.99 1.25 0.36
H -1.00 -0.56 1.66
H -0.50 0.45 -1.98
H -1.52 -1.35 0.17
H 1.84 -0.19 1.48
H -0.09 -1.95 1.03
*
```

Results of the Löwdin charge analysis, in e, for atoms 1 through 4: 0.144 0.045 -0.030 -0.110

***

ORCA calculation (ωB97M-V/def2-TZVPD) on C5H8N2 as an isolated structure.

Computed properties:
- orbital gap (Eh) = 0.3319

```
! RIJCOSX wB97M-V def2-TZVPD def2/J DEFGRID3
* xyz 0 1
N 0.81 -1.11 0.75
N -1.85 -1.02 1.76
C -1.48 -0.18 0.68
C 0.77 0.40 -0.69
C 1.70 -0.33 -0.07
C 0.83 1.35 -1.84
C -0.23 -0.24 0.21
H 1.88 1.48 -2.11
H 0.30 0.98 -2.73
H -1.93 -2.00 1.51
H -2.21 0.52 0.29
H 2.78 -0.45 -0.13
H 0.43 2.34 -1.60
H -2.71 -0.73 2.22
H 0.91 -1.02 1.75
*
```

Results of the Löwdin charge analysis, in e, for atoms 1 through 4: 0.030 0.018 -0.142 -0.219

***

ORCA calculation (ωB97M-V/def2-TZVPD) on one molecule with the formula C5H8N2.

Computed properties:
- orbital gap (spin up / spin down) (Eh) = 0.2740 / 0.2746

```
! RIJCOSX wB97M-V def2-TZVPD def2/J DEFGRID3
* xyz 0 1
N 1.14 -0.34 -0.12
N 0.04 -1.06 -0.12
C -0.98 -0.12 0.00
C -2.38 -0.62 0.01
C -0.55 1.17 0.09
C 0.93 1.11 -0.06
C 2.38 -0.74 -0.01
H 1.77 1.32 0.67
H 1.32 1.61 -0.95
H 2.71 -1.73 -0.24
H -2.71 -0.93 -0.98
H -2.50 -1.49 0.66
H 3.01 -0.26 0.72
H -1.14 2.06 0.16
H -3.08 0.15 0.36
*
```

Results of the Löwdin charge analysis, in e, for atoms 1 through 4: -0.237 0.107 -0.360 -0.046

***

ORCA calculation (ωB97M-V/def2-TZVPD) on one molecule with the formula C5H8N2.

Computed properties:
- SMILES = Cc1cnn(C)c1
- orbital gap (Eh) = 0.3589

```
! RIJCOSX wB97M-V def2-TZVPD def2/J DEFGRID3
* xyz 0 1
N -1.34 -0.44 0.68
N -1.01 0.77 1.30
C 0.24 0.98 1.03
C -0.11 -1.03 0.25
C 2.20 -0.14 -0.46
C -2.15 0.05 -0.51
C 0.86 -0.09 0.24
H -2.47 -0.73 -1.21
H 2.92 0.58 -0.06
H 0.72 1.86 1.43
H 2.09 0.09 -1.54
H -3.03 0.56 -0.12
H 0.03 -2.09 0.44
H 2.61 -1.15 -0.40
H -1.56 0.79 -1.08
*
```

Results of the Löwdin charge analysis, in e, for atoms 1 through 4: -0.178 0.029 -0.120 -0.072

***

ORCA calculation (ωB97M-V/def2-TZVPD) on one molecule with the formula C5H8N2.

Computed properties:
- SMILES = C[C@H]1[C@@H](C#N)N1C
- orbital gap (Eh) = 0.3903

```
! RIJCOSX wB97M-V def2-TZVPD def2/J DEFGRID3
* xyz 0 1
N -1.37 -2.52 -0.17
N -0.15 0.66 1.15
C 1.16 0.05 1.13
C -1.33 -1.45 0.25
C 0.48 0.22 -1.50
C -0.60 0.91 -0.16
C -1.34 -0.08 0.75
H -1.02 1.90 -0.41
H 0.94 1.12 -1.91
H 1.91 0.83 1.29
H 1.32 -0.54 -1.63
H -2.18 0.11 1.42
H 1.24 -0.75 1.87
H 1.22 -0.25 0.05
H -0.28 -0.20 -2.14
*
```

Results of the Löwdin charge analysis, in e, for atoms 1 through 4: 0.154 -0.121 -0.086 -0.198